Record 1
63
Properties=species:S:1:pos:R:3:forces:R:3:mulliken_spin:R:1 method="wB97M-V/def2-TZVPD" e_tot_ev=-79314.5871 s_squared=0.751 max_force_ev_per_a=5.43 homo_ev="2.949 / 0.255" lumo_ev="4.604 / 4.599" orbital_gap_ev="1.66 / 4.34" spin_multiplicity=2 charge=-2
C -1.92846 0.01704 -3.74881 -1.786 -1.136 -0.542 0.06
I 1.19579 1.80482 -2.85777 2.411 0.468 -3.804 -0.12
H -2.79365 -0.60943 -4.01090 -0.461 -0.231 -0.846 0.01
H -1.00156 -0.40652 -4.15727 -0.118 0.113 0.266 0.01
H -2.00193 1.03446 -4.13187 -0.081 -0.067 -0.209 -0.04
C 0.46567 4.28038 0.61589 -0.310 0.158 -0.139 0.04
C -0.74945 4.59073 0.09546 0.521 0.141 -0.153 0.02
N -1.03546 3.59509 -0.84203 0.610 0.174 0.080 -0.05
C -0.02377 2.65418 -0.90491 -2.236 -0.561 3.348 0.25
N 0.86679 3.09499 0.04111 -0.317 0.992 -0.346 -0.11
H 1.11993 4.78195 1.30862 -0.217 0.194 0.116 -0.01
H -1.37489 5.45816 0.28081 0.104 -0.248 -0.160 -0.01
C 2.47851 -3.54450 -2.68055 -0.339 0.231 -0.202 1.00
C 0.90698 -1.93988 -2.22038 0.872 -0.800 -0.527 -0.29
N 2.24580 -2.19915 -2.42942 -1.040 -0.574 0.406 -0.66
H 0.99626 -5.17574 -2.92763 0.039 0.184 -0.045 -0.54
N 0.32741 -3.14850 -2.50208 0.490 0.324 0.304 -0.06
H 3.47537 -3.94415 -2.72691 0.004 -0.012 -0.203 -0.40
Yb 0.10682 0.12279 -0.81116 -1.008 0.136 -0.964 0.88
C -1.80240 0.13398 -2.31758 4.441 3.058 0.628 -0.02
O -2.25180 -0.40304 -1.32113 -2.376 -2.442 0.398 -0.01
C 1.26949 -4.14455 -2.76473 -0.062 0.436 0.238 0.74
C -1.10114 -3.37707 -2.43122 -0.699 0.011 0.166 0.24
H -1.26948 -4.46305 -2.43408 -0.039 0.313 0.046 -0.13
H -1.65624 -2.92627 -3.27635 0.475 -0.203 0.263 0.07
H -1.53528 -2.93230 -1.51436 0.371 -0.270 -0.432 -0.05
C 3.31880 -1.24870 -2.26199 0.497 0.614 0.346 0.64
H 4.10170 -1.45068 -3.00924 -0.259 0.074 0.272 -0.43
H 3.75986 -1.33428 -1.24820 -0.101 -0.019 -0.453 -0.07
H 2.95324 -0.21089 -2.40405 0.119 -0.717 -0.020 0.16
C 2.13245 2.50032 0.37618 0.272 -0.331 0.684 0.04
H 2.93399 3.24535 0.23577 -0.150 -0.399 -0.097 0.00
H 2.33808 1.61578 -0.24667 -0.029 0.530 0.177 0.06
H 2.11128 2.19138 1.43678 0.102 0.004 -0.384 -0.02
C -2.29178 3.48316 -1.55632 -0.435 -0.330 -0.055 0.03
H -2.14448 3.13900 -2.59922 0.185 0.301 0.613 0.00
H -2.79146 4.46550 -1.53862 0.201 -0.269 -0.133 0.00
H -2.96803 2.74733 -1.07749 0.396 0.302 -0.202 0.00
C -3.22415 0.83958 1.20392 -0.092 -0.109 -0.357 0.00
Si -1.81430 0.06415 2.18163 1.129 0.217 -1.077 -0.11
C -1.45272 1.45235 3.40659 -0.053 -0.025 0.658 0.04
C -2.48023 -1.62979 2.62499 -0.241 -0.327 0.498 0.06
N -0.28933 -0.24970 1.38253 -0.309 -0.498 1.120 0.02
C 0.77671 -0.80617 2.05355 -0.718 0.377 0.019 0.44
C 2.00195 -1.11402 1.38218 0.069 0.232 0.154 -1.15
C 3.17249 -1.39236 2.08155 -0.817 -0.205 0.435 0.66
C 3.09244 -1.55482 3.47104 0.391 0.125 0.511 -0.26
C 1.88444 -1.39464 4.17213 0.333 -0.160 -1.001 0.13
C 0.74649 -1.05433 3.45730 0.277 -0.023 0.384 -0.23
H -4.09687 0.90046 1.87091 0.128 0.005 0.015 0.00
H -3.49770 0.24580 0.32852 -0.012 0.014 0.170 0.00
H -3.01608 1.85001 0.84121 0.130 -0.020 0.149 0.00
H -2.30420 1.66760 4.06133 0.029 0.065 0.079 0.00
H -0.57117 1.25262 4.02648 -0.167 0.076 -0.052 0.02
H -1.24633 2.36713 2.82737 -0.081 -0.339 -0.017 -0.01
H -2.72547 -2.13215 1.67568 0.119 0.266 0.158 0.00
H -1.73263 -2.24795 3.13266 -0.116 0.049 -0.070 0.01
H -3.39042 -1.62231 3.22993 -0.067 -0.014 0.068 0.00
H 2.01996 -1.13952 0.28965 0.114 0.168 0.170 0.14
H 4.13226 -1.49220 1.56543 -0.424 -0.156 0.118 -0.01
H 3.98039 -1.82801 4.02734 0.121 0.067 0.005 0.01
H 1.83465 -1.53446 5.25678 0.068 -0.018 -0.374 0.01
H -0.18311 -0.94491 4.01164 0.147 0.085 -0.196 0.00

---

Record 2
12
Properties=species:S:1:pos:R:3:forces:R:3:nbo_charge:R:1 method="wB97M-V/def2-TZVPD" e_tot_ev=-7323.9378 max_force_ev_per_a=1.70 homo_ev=-8.711 lumo_ev=0.265 orbital_gap_ev=8.98 charge=0 de_lowest_kj_mol=515.9
C 2.69437 -0.69018 0.25167 -0.126 -0.017 -0.057 -0.22
C 1.58405 -0.65576 -0.20362 0.241 -0.123 -0.013 -0.02
C 0.21403 -0.58450 -0.71659 0.156 -0.080 0.069 -0.50
C -0.67470 0.07981 0.32063 0.354 -0.110 0.122 -0.07
C -2.38847 1.50519 -0.11098 -1.447 -0.722 0.518 0.16
O -1.95531 0.28016 -0.31501 0.161 0.994 -0.379 -0.50
H 3.68675 -0.73425 0.64404 -0.182 0.021 -0.068 0.24
H -0.16303 -1.57778 -0.97706 0.074 0.078 0.066 0.24
H 0.17827 0.02953 -1.62684 0.048 -0.177 0.183 0.25
H -0.77180 -0.45211 1.27262 -0.043 -0.102 -0.266 0.20
H -0.29154 1.08331 0.48915 0.382 -0.201 0.362 0.19
H -2.11263 1.71658 0.97199 0.382 0.439 -0.537 0.03

---

Record 3
11
Properties=species:S:1:pos:R:3:forces:R:3:nbo_charge:R:1 method="wB97M-V/def2-TZVPD" e_tot_ev=-17778.2728 max_force_ev_per_a=6.34 smiles="C=C(F)CC=S" homo_ev=-8.756 lumo_ev=-0.786 orbital_gap_ev=7.97 charge=0 de_lowest_kj_mol=266.4
C 1.69983 0.64688 -0.37420 -3.944 1.752 0.553 -0.51
C 0.76715 -0.25561 0.05993 3.449 5.287 0.584 0.40
F 1.14018 -1.46019 0.10701 0.294 -4.690 0.161 -0.31
C -0.53229 0.15578 0.63952 1.240 -0.945 -1.223 -0.54
C -1.47303 -0.67375 -0.32829 -3.658 2.699 3.558 -0.27
S -3.04136 -0.18821 -0.09832 1.008 -0.897 -1.068 0.06
H 1.20524 1.74435 -0.27507 2.217 -2.441 -0.739 0.20
H 2.59248 0.36217 -0.90786 0.153 0.296 0.191 0.22
H -0.42679 1.22395 0.24263 -1.573 -1.236 1.373 0.26
H -0.63982 0.00650 1.83552 -0.055 0.273 -3.120 0.27
H -1.29159 -1.56186 -0.90089 0.869 -0.097 -0.271 0.23

---

Record 4
29
Properties=species:S:1:pos:R:3:forces:R:3:nbo_charge:R:1 method="wB97M-V/def2-TZVPD" e_tot_ev=-13046.9003 max_force_ev_per_a=3.67 homo_ev="-13.573 / -13.573" lumo_ev="-4.957 / -4.958" orbital_gap_ev="8.62 / 8.61" charge=+1 de_lowest_kj_mol=426.9
C -1.41137 0.00653 -0.27660 2.061 -1.929 -0.414 0.55
C -3.64144 0.26516 -0.78373 -1.099 3.186 -0.290 -0.25
C -3.46406 0.42703 0.72999 -0.997 2.989 -0.280 -0.25
C 1.54726 -1.81937 -0.54642 -0.540 2.046 0.761 -0.59
C 3.05059 0.18228 -0.48946 1.140 -0.646 2.186 -0.61
C 1.50971 -0.36960 1.43375 -0.941 -0.012 -0.004 -0.65
C 0.38910 1.80133 -0.30256 0.676 1.638 1.534 -0.48
C 1.63535 -0.36527 -0.09688 -0.040 -0.075 0.683 0.07
N -2.27646 -0.03234 -1.26486 -0.794 0.738 -0.944 -0.59
N -2.05275 0.00924 0.88231 -1.133 0.152 1.650 -0.62
N 0.68954 0.49006 -0.78919 -2.769 -2.242 0.861 -0.14
H -4.44466 -0.38388 -1.02786 -0.041 -1.377 -0.500 0.23
H -4.05135 1.28843 -1.17870 1.152 -1.765 0.289 0.22
H -3.52623 1.58613 0.98412 0.268 -2.279 -0.338 0.20
H -4.35215 0.01614 1.28668 1.682 -0.487 -0.110 0.26
H 0.51302 -2.08353 -0.29335 0.420 -0.699 -0.278 0.21
H 1.76503 -1.78087 -1.58301 0.116 -0.940 -1.037 0.22
H 2.31431 -2.23860 0.09195 -0.094 -1.049 -0.376 0.23
H 3.28681 1.20946 -0.15909 -0.610 -0.149 -0.499 0.23
H 3.36860 0.01135 -1.54708 -0.235 -0.102 1.129 0.25
H 3.60438 -0.39864 0.38731 -0.214 0.807 -2.674 0.25
H 0.83277 -1.20110 1.80802 0.087 1.435 -0.594 0.23
H 2.40975 -0.58508 1.99001 0.584 0.155 -0.236 0.24
H 1.22943 0.66563 1.62290 -0.410 -0.374 1.188 0.21
H -0.65780 1.92211 0.03568 0.925 0.311 -0.245 0.24
H 1.04068 2.20044 0.54681 -0.674 -0.585 -1.202 0.22
H 0.52199 2.37268 -1.19198 0.092 1.219 -0.397 0.24
H -2.08259 0.00226 -2.27401 0.351 -0.009 1.032 0.45
H -1.77747 -0.09018 1.85820 1.038 0.044 -0.893 0.45

---

Record 5
11
Properties=species:S:1:pos:R:3:forces:R:3:nbo_charge:R:1 method="wB97M-V/def2-TZVPD" e_tot_ev=-6753.4271 max_force_ev_per_a=5.35 homo_ev=-9.776 lumo_ev=0.410 orbital_gap_ev=10.19 charge=0 de_lowest_kj_mol=239.4
C -0.01367 1.28461 -0.17090 0.278 4.759 -2.429 -0.34
C 0.56043 0.39930 0.56307 1.500 -2.821 0.812 -0.26
C 0.23165 -1.01146 0.15231 3.206 2.354 0.744 -0.12
C -1.00929 -1.15536 -0.15905 -2.498 -4.509 -0.013 -0.34
C -2.04994 -0.26654 0.14489 -1.761 1.352 -0.830 0.25
N -2.95120 0.45954 0.14751 0.459 -0.657 0.446 -0.30
H 0.06714 2.37547 -0.02483 0.179 -0.538 0.744 0.20
H -0.33464 1.21771 -1.21150 -0.626 -1.105 0.510 0.21
H 1.24379 0.64367 1.37987 -0.541 -0.177 0.000 0.23
H 0.98646 -1.77259 -0.01648 -0.182 -0.001 0.257 0.23
H -1.32597 -2.21420 -0.38636 -0.014 1.342 -0.242 0.24

---

Record 6
56
Properties=species:S:1:pos:R:3:forces:R:3:mulliken_spin:R:1 method="wB97M-V/def2-TZVPD" e_tot_ev=-103485.2000 s_squared=3.768 max_force_ev_per_a=6.72 homo_ev="-3.845 / -6.275" lumo_ev="-0.904 / -0.904" orbital_gap_ev="2.94 / 5.37" spin_multiplicity=4 charge=0 de_lowest_kj_mol=0.0
P 0.73132 -1.38409 -2.56291 -0.284 -1.150 -0.693 0.08
P -3.03979 -0.91932 0.82227 0.751 -1.172 -3.676 -0.02
C -2.12883 -1.62367 -1.96756 0.879 0.825 0.676 0.05
C -3.26640 -1.29820 -0.97858 -0.517 0.665 -0.107 -0.02
H -2.42996 -1.11275 -2.93517 0.383 -0.293 0.928 0.00
H -1.19366 -1.08518 -1.59206 -1.579 -0.607 -0.489 -0.02
H -3.79431 -0.41545 -1.39817 -0.148 -0.182 0.746 0.00
H -3.99363 -2.12744 -1.00097 -0.146 0.125 0.439 0.00
C -2.94904 -2.41396 1.76225 -0.222 -0.210 0.911 0.00
H -2.85503 -2.16324 2.82249 -0.028 -0.056 -0.018 0.00
H -2.08147 -3.02040 1.48037 -0.095 0.312 -0.297 0.01
H -3.84950 -3.01801 1.62092 0.058 0.144 -0.108 0.00
C -4.35783 0.19862 1.15235 -0.506 0.380 0.964 0.00
H -5.28430 -0.25433 0.77915 0.230 0.042 0.048 0.00
H -4.19064 1.13978 0.61312 0.052 -0.264 0.053 0.00
H -4.43659 0.39323 2.22386 -0.214 0.095 -0.151 0.00
C 2.03364 -2.57723 -3.04692 0.547 0.199 0.132 -0.02
H 3.03584 -2.16370 -2.85201 -0.065 -0.361 -0.316 0.00
H 1.90271 -2.84329 -4.10611 0.155 0.086 0.301 0.00
H 1.87407 -3.48760 -2.45001 0.206 0.279 -0.192 0.01
C 0.53198 -0.35562 -4.06755 0.229 0.170 0.101 0.00
H -0.35968 0.27328 -3.91662 0.355 -0.105 -0.153 0.00
H 0.35060 -1.02330 -4.92479 0.114 0.337 0.254 0.00
H 1.42832 0.26872 -4.21176 -0.346 -0.071 -0.328 0.00
Co -1.77762 -3.62383 -2.71932 2.855 5.247 3.070 2.38
C -3.53225 -4.17265 -2.68918 -3.005 -1.239 0.358 0.22
C -2.75299 -4.91054 -1.71939 -0.963 -0.857 0.205 0.10
C -2.28615 -6.32489 -2.00874 0.095 -0.532 -0.071 0.12
C -1.57403 -6.38306 -3.38504 -0.018 -0.485 0.408 0.04
C -0.96966 -4.99855 -3.64900 1.350 -2.129 -1.489 -0.07
C -1.50914 -4.00881 -4.53662 0.794 -0.814 -1.173 0.17
C -2.87328 -4.12000 -5.13232 -0.688 -0.110 -0.260 0.06
C -3.87788 -4.66925 -4.08463 -0.628 0.267 -0.566 0.02
C 1.50897 -0.23299 -1.38138 0.277 0.224 0.205 0.02
H -4.25278 -3.43681 -2.29718 0.196 -0.397 -0.145 0.00
H -2.95973 -4.69678 -0.65915 0.083 0.023 -0.313 -0.05
H -3.11061 -7.05269 -1.96673 -0.063 -0.010 0.001 0.00
H -1.56636 -6.65498 -1.24197 -0.191 0.253 -0.105 0.00
H -0.78105 -7.15742 -3.33904 -0.220 0.444 -0.049 0.00
H -2.25470 -6.75332 -4.17080 0.276 0.435 0.201 0.00
H 0.12013 -5.02190 -3.52398 -0.194 0.219 -0.285 -0.05
H -0.79943 -3.43429 -5.13400 0.038 0.168 0.258 -0.04
H -2.89437 -4.71236 -6.05604 -0.005 -0.244 -0.055 -0.02
H -3.18999 -3.11849 -5.44916 -0.036 -0.030 0.133 0.03
H -4.87047 -4.25633 -4.31429 0.087 -0.261 -0.154 0.00
H -3.96043 -5.75876 -4.20283 -0.049 0.277 0.330 0.00
H 1.49560 0.79719 -1.76606 0.176 -0.243 0.164 0.00
H 2.53234 -0.56841 -1.16858 -0.136 0.329 0.078 0.00
H 0.91441 -0.26435 -0.45728 0.294 0.097 -0.115 0.00
Cl -2.31917 0.99288 3.77682 0.566 0.259 -0.312 0.00
C -1.11006 1.64532 2.61396 0.169 -0.085 0.470 0.00
Cl 0.56927 1.24208 3.09324 -0.688 0.091 -0.171 0.00
C -1.34286 1.12872 1.20907 0.198 0.496 -1.935 0.00
O -1.22713 1.83504 0.23656 -0.422 -1.302 1.744 0.00
O -1.60671 -0.23962 1.12913 -0.044 0.990 0.448 0.00
H -1.21738 2.73098 2.58990 0.089 -0.267 0.099 0.00

---

Record 7
16
Properties=species:S:1:pos:R:3:forces:R:3:mulliken_spin:R:1 method="wB97M-V/def2-TZVPD" e_tot_ev=-27993.0541 s_squared=0.755 max_force_ev_per_a=1.72 homo_ev="-14.795 / -14.795" lumo_ev="-5.012 / -8.478" orbital_gap_ev="9.78 / 6.32" spin_multiplicity=2 charge=+1 de_lowest_kj_mol=65.5
C -0.13391 2.19897 0.03462 -0.531 0.441 0.445 0.00
C -0.97052 1.09280 -0.60276 -0.839 0.065 -0.060 -0.01
S 0.17196 0.11316 -1.57247 -0.744 -1.156 -0.670 0.59
S -0.53199 -1.82976 -1.70508 -0.012 1.503 -0.285 0.34
H 0.80768 2.35647 -0.45544 0.412 0.315 -0.696 0.00
H 0.17455 1.90795 1.04270 -0.448 0.139 0.008 0.00
H -0.70546 3.14825 0.02503 0.447 -0.573 0.203 0.00
H -1.81885 1.41184 -1.27667 1.147 -0.093 0.196 0.04
H -1.48557 0.49974 0.13950 0.051 -0.512 0.364 0.02
H -0.24501 -1.88237 -3.04371 0.231 -0.142 0.533 0.01
H -0.55430 -1.98180 2.50977 -0.055 -0.151 0.251 0.00
H -0.00495 -1.09659 1.43453 1.363 0.199 -0.200 0.00
O -0.81909 -1.36970 1.82262 -1.231 -0.040 -0.087 0.00
H 2.21180 -2.24718 0.81397 0.078 0.011 0.131 0.00
H 1.93418 -1.00639 -0.05603 0.438 -0.500 1.492 0.00
O 1.96947 -1.31539 0.88942 -0.306 0.494 -1.624 0.01

---

Record 8
55
Properties=species:S:1:pos:R:3:forces:R:3:mulliken_spin:R:1 method="wB97M-V/def2-TZVPD" e_tot_ev=-70782.1735 s_squared=0.847 max_force_ev_per_a=4.24 homo_ev="-14.151 / -13.461" lumo_ev="-6.976 / -6.853" orbital_gap_ev="7.17 / 6.61" spin_multiplicity=2 charge=+2
C 0.00440 0.74597 -5.48347 0.764 0.291 -4.158 0.00
C 1.43332 1.24429 -5.61946 -0.082 -0.200 2.292 0.00
C -0.17567 -0.65372 -6.05923 -0.058 -0.462 1.995 0.00
C -0.97986 1.72202 -6.14530 -0.112 0.061 1.175 0.00
Cl -0.38168 0.65553 -3.20183 -0.571 0.747 -1.939 0.00
H -0.00030 -0.69185 -7.13669 0.095 0.612 0.038 0.00
H -1.18152 -1.02301 -5.88558 -0.161 -0.039 -0.032 0.00
H 0.52970 -1.35400 -5.59956 -0.080 0.061 -0.111 0.00
H 1.74278 1.39136 -6.64559 -0.445 -0.130 -0.458 0.00
H 2.12543 0.52822 -5.16624 0.001 0.086 -0.154 0.00
H 1.54570 2.19738 -5.10101 0.063 0.042 -0.106 0.00
H -0.78489 1.81970 -7.23978 0.371 -0.498 0.769 0.00
H -0.88519 2.72392 -5.73755 -0.031 0.107 0.096 0.00
H -2.00572 1.39007 -6.05469 -0.231 -0.073 0.100 0.00
C 2.06875 -1.37763 0.12965 -0.596 0.773 -1.106 -0.04
C 1.02624 -2.03877 -0.61378 0.888 -0.394 -0.309 -0.01
C 1.03683 -1.54800 -1.95740 1.047 -0.544 0.763 -0.05
H 0.46397 -2.90611 -0.24924 0.168 0.545 -0.231 0.00
C 2.00765 -0.47273 -1.99259 -0.183 -0.938 0.300 -0.04
C 2.63419 -0.36658 -0.71099 -0.522 -0.868 -0.016 0.06
H 3.47142 0.29568 -0.45524 -0.580 -0.258 -0.128 0.00
H 2.42161 -1.65922 1.11328 -0.217 0.212 -0.084 0.00
H 0.37544 -1.88780 -2.75465 0.434 0.113 0.300 0.01
H 2.21796 0.14600 -2.84685 0.126 -0.052 -0.034 0.00
C -1.23536 1.60299 0.47229 0.383 0.135 -0.352 0.01
C -1.36975 0.48677 1.47117 0.050 -0.510 1.036 -0.04
C -1.48526 -0.72059 0.54904 -0.249 0.788 -0.416 -0.12
H -2.21091 0.59674 2.18826 -0.232 -0.084 -0.632 -0.01
C -1.96515 -0.26694 -0.68978 0.819 0.760 -0.178 -0.06
C -1.73259 1.18638 -0.75485 -0.761 -0.628 1.009 -0.02
H -1.95230 1.81281 -1.61174 0.038 -0.107 0.264 0.00
H -1.00336 2.62663 0.78010 -0.160 -0.352 -0.367 0.00
H -1.62990 -1.71875 0.94698 0.154 0.070 -0.325 0.00
H -2.30588 -0.88256 -1.51033 -0.209 0.090 0.099 0.00
V 0.21738 0.08227 -0.87583 -0.475 0.280 0.266 1.30
C 1.41086 1.27884 1.98639 0.172 -0.043 -0.329 -0.01
P 0.01270 0.34416 2.66464 -0.009 0.724 0.517 -0.01
C 0.40251 -1.37077 3.01670 -0.071 -0.545 -0.016 0.00
C -0.40305 1.09015 4.26427 0.001 0.167 0.317 0.00
C 0.41379 0.80637 5.39429 -0.040 -0.166 -1.416 0.00
C 0.14293 1.43208 6.59133 1.336 -0.871 1.677 0.00
C -0.92522 2.28688 6.73843 -1.149 0.842 0.069 0.00
C -1.76059 2.54724 5.64356 -0.132 0.277 -0.207 0.00
C -1.49068 1.97594 4.39367 0.079 -0.333 -0.039 0.00
H 1.43469 1.27319 0.86199 0.085 0.064 1.332 0.02
H 2.33762 0.84102 2.38356 -0.134 0.293 -0.180 0.00
H 1.29477 2.31038 2.35001 0.138 -0.269 -0.167 0.00
H 1.49499 -1.47459 3.01466 -0.361 -0.215 0.164 0.00
H -0.00616 -1.59406 4.01699 0.254 -0.021 -0.439 0.00
H -0.05302 -2.05831 2.27645 0.470 0.427 0.455 0.00
H 1.26592 0.11074 5.28713 -0.536 0.457 0.255 0.00
H 0.78080 1.18327 7.49107 -0.765 0.404 -1.208 0.00
H -1.15388 2.76823 7.71413 0.287 -0.491 -0.842 0.00
H -2.62818 3.21802 5.74537 0.543 -0.413 0.002 0.00
H -2.14828 2.16834 3.52667 0.383 0.073 0.688 0.00